Formula: C19H70Cl3O25Y
Source: the OMol25 dataset
Level of theory: the ωB97M-V functional and the def2-TZVPD basis

Lowest unoccupied orbital energy = -0.475 eV
HOMO-LUMO gap = 8.5 eV
HOMO energy = -0.33018 Ha

Positions of all 118 atoms, in Å:
Y -0.36 -0.42 0.33
Cl 1.68 -0.96 -1.35
Cl -1.02 0.60 2.97
Cl -1.07 -3.07 1.09
O -2.60 -0.49 5.53
H -2.12 -0.25 6.32
H -2.06 -0.17 4.81
O -1.00 1.55 -0.70
H -1.73 2.17 -0.71
H -0.45 1.81 -1.44
O 2.63 0.74 -4.01
H 3.44 0.33 -4.31
H 2.36 0.21 -3.26
O 1.41 -1.17 1.75
H 1.41 -0.95 2.68
H 2.16 -1.76 1.65
O -3.44 -5.16 2.12
H -2.89 -5.91 2.34
H -2.83 -4.48 1.84
O 1.32 1.32 0.78
H 2.09 1.44 1.33
H 1.17 2.18 0.39
C 2.94 -3.97 2.82
C 3.92 -4.20 3.98
O 3.72 -3.18 4.96
O 3.41 -3.07 1.83
H 1.95 -3.62 3.14
H 2.93 -4.90 2.26
H 4.96 -4.24 3.65
H 3.74 -5.17 4.45
H 3.17 -2.50 4.55
H 3.86 -3.61 1.18
C 5.55 -1.23 -0.15
C 5.69 0.16 -0.79
O 6.62 0.17 -1.89
O 4.71 -1.99 -0.93
H 5.13 -1.14 0.85
H 6.48 -1.81 -0.10
H 6.02 0.86 -0.03
H 4.72 0.42 -1.23
H 6.51 -0.56 -2.50
H 3.84 -1.58 -0.98
C -2.85 -1.10 -1.85
C -3.59 -0.89 -0.47
O -2.80 -0.10 0.45
O -1.43 -1.31 -1.62
H -3.06 -0.32 -2.58
H -3.35 -1.93 -2.36
H -3.90 -1.81 0.03
H -4.53 -0.38 -0.68
H -3.39 0.19 1.15
H -1.24 -1.93 -2.33
C 2.88 2.86 3.81
C 3.85 2.77 2.64
O 4.46 1.51 2.34
O 3.60 2.91 5.01
H 2.19 2.02 3.75
H 2.22 3.71 3.64
H 4.70 3.44 2.75
H 3.52 3.15 1.68
H 5.41 1.51 2.51
H 2.94 3.14 5.67
C -2.92 3.66 -2.95
C -3.06 4.88 -1.99
O -2.82 6.14 -2.59
O -3.10 2.42 -2.33
H -2.04 3.68 -3.60
H -3.73 3.80 -3.67
H -2.35 4.70 -1.18
H -4.02 4.72 -1.48
H -3.16 6.75 -1.93
H -4.03 2.20 -2.35
C -1.64 0.59 -5.17
C -0.49 -0.52 -4.94
O -0.94 -1.77 -4.34
O -2.61 -0.01 -5.98
H -1.22 1.42 -5.74
H -2.04 1.00 -4.24
H 0.24 -0.07 -4.27
H -0.06 -0.81 -5.90
H -0.30 -2.42 -4.64
H -3.36 -0.19 -5.41
C 1.81 -5.03 -0.90
C 0.56 -5.49 -1.76
O -0.47 -5.96 -0.84
O 2.44 -6.23 -0.37
H 1.38 -4.38 -0.14
H 2.60 -4.45 -1.39
H 0.89 -6.28 -2.43
H 0.05 -4.66 -2.25
H -0.77 -5.20 -0.33
H 1.84 -6.79 0.13
C 1.61 3.78 -1.57
C 0.75 3.48 -2.83
O 0.27 2.19 -2.87
O 0.81 3.76 -0.39
H 1.97 4.80 -1.69
H 2.53 3.20 -1.48
H 1.40 3.67 -3.68
H -0.04 4.23 -2.94
H 0.99 1.68 -3.25
H 0.81 4.64 0.00
C -4.98 2.76 1.53
C -4.10 4.01 1.90
O -3.90 4.25 3.22
O -4.31 1.54 2.00
H -5.19 2.74 0.46
H -5.92 2.97 2.04
H -4.47 4.87 1.35
H -3.10 3.88 1.48
H -3.01 4.58 3.30
H -4.25 1.56 2.96
C -4.72 -2.03 2.94
O -5.04 -2.96 2.00
H -5.26 -2.27 3.86
H -3.66 -2.17 3.16
H -5.00 -1.05 2.56
H -4.44 -3.68 2.18

---

Formula: C4F14KNO16S6
Source: the OMol25 dataset
Level of theory: the ωB97M-V functional and the def2-TZVPD basis

Lowest unoccupied orbital energy = 7.397 eV
HOMO-LUMO gap = 7.0 eV
HOMO energy = 0.01372 Ha
Net charge = -4

Positions of all 42 atoms, in Å:
K 0.24 -0.59 -0.90
N -3.10 -0.14 3.33
S -4.22 0.39 2.47
O -4.45 -0.35 1.24
O -4.41 1.81 2.40
F -5.47 -0.10 3.39
S -1.77 0.66 2.67
O -1.50 1.98 3.20
O -1.53 0.39 1.28
F -0.67 -0.15 3.46
C 1.57 -4.61 1.42
F 2.81 -4.11 1.27
F 1.15 -5.06 0.23
F 1.69 -5.67 2.26
S 0.37 -3.34 2.16
O -0.81 -4.15 2.40
O 1.03 -2.85 3.34
O 0.19 -2.39 1.06
C 4.51 -0.38 1.53
F 5.55 -0.53 0.67
F 3.87 -1.55 1.59
F 5.05 -0.11 2.75
S 3.34 1.03 0.99
O 4.22 2.17 0.84
O 2.88 0.47 -0.30
O 2.33 1.06 2.01
C 0.56 3.31 -1.71
F -0.58 3.25 -2.38
F 0.63 2.24 -0.89
F 1.56 3.18 -2.59
S 0.77 5.03 -0.86
O 2.21 5.12 -0.65
O 0.26 5.98 -1.87
O -0.01 5.01 0.38
C -2.05 -1.51 -5.13
F -3.09 -1.79 -5.91
F -1.79 -2.63 -4.45
F -1.01 -1.22 -5.89
S -2.52 -0.14 -3.90
O -1.55 -0.35 -2.83
O -2.41 1.13 -4.59
O -3.89 -0.51 -3.52

---

Formula: C4H8N2S
Source: the OMol25 dataset
Level of theory: the ωB97M-V functional and the def2-TZVPD basis

Lowest unoccupied orbital energy = 0.770 eV
HOMO-LUMO gap = 9.2 eV
HOMO energy = -0.30977 Ha
SMILES string = N=C=CCS.C=N

Positions of all 15 atoms, in Å:
N -1.06 -2.32 -0.27
C -0.69 -1.19 -0.52
C -0.26 -0.03 -1.11
C -1.21 1.08 -1.30
S -1.47 2.12 0.14
H -1.40 -2.64 0.63
H 0.74 0.18 -1.03
H -2.09 0.62 -1.55
H -0.95 1.89 -2.07
H -0.10 2.32 0.16
C 1.70 -0.77 1.34
N 2.01 0.39 1.03
H 2.03 -1.52 0.57
H 1.23 -1.17 2.27
H 1.50 1.03 1.73

---

Formula: C7H11ClNO8S2
Source: the OMol25 dataset
Level of theory: the ωB97M-V functional and the def2-TZVPD basis

Lowest unoccupied orbital energy = 2.587 eV
HOMO-LUMO gap = 9.4 eV
HOMO energy = -0.25022 Ha
Net charge = -1

Positions of all 30 atoms, in Å:
C 1.73 -0.34 -1.87
C 1.56 1.04 -2.38
O 2.18 1.55 -3.27
O 0.61 1.79 -1.67
C -0.69 1.73 -2.13
O -0.96 1.69 -3.29
C -1.69 1.76 -1.02
S -1.96 0.12 -0.31
O -1.57 -0.85 -1.30
O -1.22 0.12 0.93
N -3.53 0.07 0.05
S -4.57 -0.11 -1.13
O -4.15 0.41 -2.40
O -5.87 0.25 -0.65
Cl -4.70 -2.15 -1.39
H 2.04 -0.30 -0.83
H 0.76 -0.85 -1.88
H 2.42 -0.89 -2.50
H -2.63 2.11 -1.43
H -1.38 2.42 -0.20
C 1.21 -0.91 3.46
C 2.15 -1.14 2.30
O 1.74 -1.50 1.23
C 3.62 -0.91 2.56
H 0.19 -1.11 3.14
H 1.46 -1.57 4.29
H 1.28 0.12 3.80
H 3.98 -1.57 3.36
H 3.79 0.13 2.87
H 4.19 -1.11 1.65

---

Formula: C41H39FFeN6O3S4Si
Source: the OMol25 dataset
Level of theory: the ωB97M-V functional and the def2-TZVPD basis

Lowest unoccupied orbital energy (spin up / spin down) = 1.447 / 1.042 eV
HOMO-LUMO gap (spin up / spin down) = 5.4 / 5.0 eV
HOMO energy (spin up / spin down) = -0.14445 / -0.14499 Ha
Spin multiplicity = 6
Net charge = -1

Positions of all 96 atoms, in Å:
Fe 0.35 0.39 -0.05
C 4.71 -0.48 2.49
Si 3.59 -1.32 1.21
C 2.84 -2.83 2.09
C 4.71 -2.10 -0.13
N 2.48 -0.19 0.55
C 2.78 0.90 -0.17
C 4.07 1.36 -0.56
C 4.20 2.58 -1.19
C 3.08 3.38 -1.47
C 1.82 2.93 -1.12
C 1.66 1.69 -0.53
F -0.99 1.76 -0.26
H 5.47 -1.17 2.85
H 4.13 -0.14 3.35
H 5.22 0.39 2.08
H 3.63 -3.31 2.67
H 2.46 -3.57 1.38
H 2.04 -2.58 2.78
H 5.29 -2.92 0.29
H 5.41 -1.38 -0.55
H 4.11 -2.50 -0.95
H 4.94 0.77 -0.30
H 5.19 2.94 -1.47
H 3.22 4.35 -1.94
H 0.94 3.55 -1.29
N 1.80 -1.30 -5.61
C 2.14 -2.45 -4.93
O 2.65 -3.39 -5.52
C 1.85 -2.46 -3.49
C 1.77 -3.68 -2.82
C 1.42 -3.68 -1.49
C 1.14 -2.47 -0.86
N 1.26 -1.30 -1.47
C 1.63 -1.31 -2.74
H 1.83 -1.40 -6.61
H 1.08 -0.72 -5.23
H 1.99 -4.59 -3.37
H 1.35 -4.60 -0.92
H 0.82 -2.44 0.17
H 1.79 -0.34 -3.20
N -3.08 8.01 4.49
C -2.54 7.06 4.13
C -1.89 5.89 3.65
C -2.62 4.90 2.98
C -1.99 3.78 2.50
C -0.60 3.60 2.70
C 0.13 4.61 3.35
C -0.50 5.73 3.83
C -0.02 2.38 2.35
C 0.38 1.28 1.96
H -3.68 5.03 2.86
H -2.53 3.00 1.97
H 1.19 4.47 3.49
H 0.05 6.50 4.35
C -0.44 1.85 -5.39
N -0.68 0.80 -4.41
C -1.61 -0.28 -4.71
C -0.30 1.00 -3.12
O -0.57 0.24 -2.21
H -0.80 1.53 -6.36
H 0.63 2.06 -5.47
H -0.95 2.78 -5.12
H -1.55 -0.53 -5.77
H -2.64 -0.01 -4.47
H -1.34 -1.15 -4.12
H 0.32 1.90 -2.97
S 0.59 -0.28 2.73
C 1.26 0.31 4.17
N 1.71 0.72 5.16
O -0.96 -0.82 0.75
C -2.25 -1.27 1.07
C -3.04 -0.32 2.00
C -4.31 0.14 1.79
C -4.82 0.94 2.85
C -3.92 1.08 3.86
S -2.46 0.25 3.53
C -3.16 -1.45 -0.15
C -4.02 -2.48 -0.41
C -4.86 -2.23 -1.53
C -4.63 -1.01 -2.08
S -3.39 -0.16 -1.26
C -2.13 -2.64 1.76
C -2.50 -3.03 3.02
C -2.19 -4.39 3.30
C -1.59 -5.01 2.26
S -1.40 -3.96 0.92
H -4.90 -0.08 0.91
H -5.80 1.40 2.84
H -4.03 1.63 4.78
H -4.08 -3.38 0.18
H -5.60 -2.93 -1.89
H -5.14 -0.56 -2.92
H -2.97 -2.37 3.73
H -2.40 -4.87 4.25
H -1.25 -6.04 2.19

---

Formula: C7H6HfNO7
Source: the OMol25 dataset
Level of theory: the ωB97M-V functional and the def2-TZVPD basis

Lowest unoccupied orbital energy = -15.354 eV
HOMO-LUMO gap = 6.6 eV
HOMO energy = -0.80698 Ha
Net charge = +3

Positions of all 22 atoms, in Å:
O -1.64 -4.32 -3.79
C -1.35 -3.29 -3.38
Hf -0.62 -0.59 -0.74
C 0.02 -1.26 1.23
O 0.49 -1.57 2.26
C 0.84 0.42 -2.03
O 1.60 0.87 -2.79
C -2.60 -1.29 -1.26
O -3.63 -1.45 -1.80
C 1.05 -2.07 -1.14
O 2.00 -2.57 -1.58
H -0.58 -1.56 -2.29
N 1.01 2.05 2.68
C 0.86 1.80 1.20
C -0.67 1.74 1.02
O -1.38 1.94 2.01
O -1.11 1.39 -0.18
H 0.06 2.38 2.97
H 1.76 2.73 2.87
H 1.21 1.17 3.19
H 1.30 2.60 0.61
H 1.39 0.87 0.94

---

The following total energy values (in eV) correspond, in order, to the records above: -110639.26951 -157780.03560 -18089.86720 -59502.46137 -146555.31521 -24449.94514.